(1)
Molecular formula: C40H41N6O4PSc
Method: DFT, the ωB97M-V functional and the def2-TZVPD basis

Calculated values
M in g/mol: 745.736
Frontier orbital gap in eV: 8.1
Calculated total energy in eV: -89263.4939
Maximum force in eV/A: 0.22
HOMO level in eV: -10.5

```
! wB97M-V def2-TZVPD RIJCOSX def2/J DEFGRID3
* xyz 1 1
Sc -0.02816 -0.13667 0.08968
C 2.14021 -1.25860 -2.25008
N 1.30408 -0.05987 -2.10263
C 0.74020 0.32648 -3.41618
C 0.10248 -0.75676 -4.25995
C 0.29346 -0.72744 -5.63627
C -0.33171 -1.67816 -6.42461
C -1.11914 -2.64099 -5.81494
C -1.24851 -2.60006 -4.43802
N -0.65814 -1.68118 -3.67083
C 2.17061 1.06584 -1.67493
C 1.36403 2.28037 -1.31767
C 1.72050 3.55904 -1.70192
C 0.96823 4.62981 -1.24055
C -0.10840 4.38707 -0.40457
C -0.40365 3.07844 -0.07057
N 0.30704 2.04598 -0.53037
C 2.65242 -1.76909 -0.93347
C 3.83345 -2.49272 -0.86881
C 4.24037 -3.01155 0.34656
C 3.45946 -2.77684 1.46805
C 2.31173 -2.02648 1.32310
N 1.90065 -1.53534 0.14504
H 2.98421 -1.06786 -2.92613
H 1.53069 -2.04232 -2.70006
H 1.54155 0.76790 -4.02213
H 0.01480 1.12551 -3.23980
H 0.92620 0.03043 -6.07921
H -0.20044 -1.67189 -7.49848
H -1.62200 -3.40680 -6.38797
H -1.85496 -3.33549 -3.92065
H 2.90272 1.30059 -2.45662
H 2.71511 0.78495 -0.76825
H 2.57976 3.71191 -2.34065
H 1.22757 5.64106 -1.52446
H -0.71333 5.19111 -0.01135
H -1.22488 2.83689 0.59007
H 4.42369 -2.63941 -1.76351
H 5.15777 -3.57995 0.42090
H 3.74201 -3.14925 2.44216
H 1.69353 -1.78399 2.17837
N -1.84761 -0.10867 -1.46319
C -2.59605 1.10750 -1.49536
C -2.65101 1.86458 -2.65669
C -3.33546 3.07027 -2.67304
C -3.98088 3.50597 -1.52542
C -3.93881 2.73072 -0.37655
C -3.24673 1.52109 -0.33189
C -3.15427 0.72767 0.92627
C -4.27814 0.66794 1.75468
C -4.22483 0.02363 2.97773
C -3.02869 -0.54847 3.39208
C -1.91939 -0.49194 2.55758
C -1.93673 0.11674 1.29323
H -1.65736 -0.49229 -2.38427
H -2.37583 -0.80128 -0.94012
H -2.17776 1.49643 -3.56127
H -3.37450 3.65696 -3.58117
H -4.51804 4.44490 -1.52506
H -4.43154 3.08059 0.52223
H -5.20798 1.12294 1.43324
H -5.10352 -0.02216 3.60746
H -2.96444 -1.03015 4.36073
H -0.99080 -0.93369 2.91564
C -2.70649 -3.15257 -0.24509
P -0.94987 -2.87447 0.17362
C -0.09295 -4.05268 -0.93201
C -0.83014 -3.73133 1.78122
H -2.98682 -4.19444 -0.08477
H -2.89465 -2.90316 -1.29115
H -3.33128 -2.51703 0.38729
H -0.53936 -5.04722 -0.88723
H 0.95497 -4.12821 -0.63530
H -0.13755 -3.68356 -1.95701
H -1.15656 -4.76796 1.68367
H -1.45935 -3.22506 2.51151
H 0.19940 -3.72262 2.13954
O 2.95171 1.20647 1.29390
C 2.03151 1.03690 2.08575
O 0.88626 0.51337 1.77541
C 2.18570 1.42242 3.52863
C 1.10291 1.35001 4.39885
C 1.25477 1.70553 5.72913
C 2.49953 2.12471 6.15824
C 3.59199 2.20956 5.31334
C 3.42620 1.85542 3.98656
N 2.66978 2.50037 7.57843
O 1.69705 2.41949 8.29828
O 3.77199 2.86219 7.93205
H 0.14090 1.02739 4.02351
H 0.43459 1.66331 6.43011
H 4.54117 2.54917 5.69986
H 4.24979 1.91005 3.28849
*
```

***

(2)
Molecular formula: C40H42AsInNO2PS
Method: DFT, the ωB97M-V functional and the def2-TZVPD basis

Calculated values
M in g/mol: 821.562
Frontier orbital gap in eV: 8.0
Calculated total energy in eV: -133868.3017
Maximum force in eV/A: 0.14
HOMO level in eV: -13.3

```
! wB97M-V def2-TZVPD RIJCOSX def2/J DEFGRID3
* xyz 2 1
In 0.55475 0.09530 -0.05313
O 2.07416 1.89834 -2.48744
N 2.42472 0.82654 -1.69777
C 3.63186 0.47286 -1.88757
C 4.28614 -0.64359 -1.19230
C 5.67637 -0.59162 -1.14961
C 6.41740 -1.58259 -0.52286
C 5.77138 -2.66169 0.05119
C 4.38515 -2.74529 -0.00152
C 3.63117 -1.74897 -0.61561
P 1.83806 -1.97467 -0.71461
C 1.40876 -2.33362 -2.42293
C 2.34039 -2.84078 -3.32264
C 1.95534 -3.10771 -4.62950
C 0.65063 -2.86933 -5.03509
C -0.28234 -2.36173 -4.13765
C 0.09725 -2.09010 -2.83528
C 1.40076 -3.36825 0.33049
C 0.93721 -4.56836 -0.20014
C 0.62792 -5.61844 0.65535
C 0.79433 -5.47308 2.02525
C 1.25741 -4.27289 2.55457
C 1.54965 -3.21521 1.71129
H 1.13044 2.05331 -2.29117
H 4.22938 1.03984 -2.60022
H 6.18729 0.24206 -1.61583
H 7.49615 -1.51128 -0.49685
H 6.33670 -3.45157 0.52646
H 3.89466 -3.60654 0.42973
H 3.36002 -3.03186 -3.01119
H 2.67819 -3.50225 -5.33057
H 0.35779 -3.07490 -6.05585
H -1.29774 -2.17244 -4.45842
H -0.63376 -1.69094 -2.13703
H 0.81849 -4.68541 -1.27011
H 0.26651 -6.55329 0.24881
H 0.56273 -6.29811 2.68558
H 1.38763 -4.16521 3.62332
H 1.90963 -2.27625 2.12332
C -0.45358 1.72657 -0.90590
C -1.08742 2.66777 -1.34119
C -1.81395 3.79796 -1.84217
C -1.16443 4.75132 -2.62996
C -1.86766 5.84316 -3.10906
C -3.21479 5.99019 -2.80601
C -3.86403 5.04457 -2.02350
C -3.16936 3.94881 -1.54122
H -0.11500 4.63100 -2.86823
H -1.36630 6.57910 -3.72270
H -3.76146 6.84382 -3.18337
H -4.91398 5.16172 -1.79211
H -3.66923 3.20392 -0.93563
C -1.78827 -2.43185 2.25025
As -1.68404 -0.82299 1.18612
C -3.04656 -1.08129 -0.16303
C -2.40673 0.59758 2.32843
C -3.78972 0.28859 2.81991
C -4.90324 0.70706 2.09552
C -6.18357 0.40092 2.53226
C -6.36353 -0.32757 3.69949
C -5.25984 -0.74048 4.43266
C -3.97990 -0.43406 3.99521
H -2.82733 -2.60501 2.52629
H -1.18400 -2.31510 3.14740
H -1.40745 -3.27256 1.67168
H -4.02133 -1.13113 0.32018
H -2.86014 -2.01759 -0.68791
H -3.02312 -0.25348 -0.87063
H -2.38646 1.50703 1.72433
H -1.69766 0.71582 3.14966
H -4.76827 1.29057 1.19093
H -7.04138 0.73911 1.96647
H -7.36158 -0.56221 4.04357
H -5.39652 -1.29308 5.35257
H -3.12308 -0.74345 4.58381
O 1.60186 0.70405 1.69818
S 2.02783 1.99974 2.42412
C 3.08394 2.93323 1.28368
C 2.20022 3.93994 0.55611
C 1.19697 4.42675 1.59832
C 0.64289 3.16936 2.26254
H 3.58790 2.19477 0.66029
H 3.82933 3.42124 1.91464
H 1.68005 3.45964 -0.27350
H 2.80114 4.75252 0.15031
H 0.38420 5.00269 1.15662
H 1.68835 5.06443 2.33563
H -0.06773 2.66358 1.60446
H 0.19537 3.32301 3.24208
*
```

***

(3)
Molecular formula: C40H42BBrF4LiN4O3P
Method: DFT, the ωB97M-V functional and the def2-TZVPD basis

Calculated values
M in g/mol: 831.424
Frontier orbital gap in eV: 6.4
Calculated total energy in eV: -145355.6897
Maximum force in eV/A: 0.64
HOMO level in eV: -6.9

```
! wB97M-V def2-TZVPD RIJCOSX def2/J DEFGRID3
* xyz 0 1
Li 0.20876 0.85165 0.02157
O 0.36343 -0.98403 -3.57734
C -0.49703 -0.32834 -4.33587
C -0.69433 -0.65118 -5.69304
C -1.63014 0.01891 -6.46619
C -2.39832 1.04900 -5.92939
C -2.20286 1.39717 -4.59958
C -1.28153 0.72972 -3.80600
C -1.12556 1.09837 -2.35432
O 0.14072 0.76449 -1.86779
N -2.14437 0.33521 -1.57226
N -1.83570 -0.07244 -0.35549
C -2.71846 -0.59265 0.40788
C -2.35514 -1.15883 1.70134
Br -0.52992 -0.93631 2.20324
C -3.14286 -1.83533 2.53910
C -4.59345 -2.07432 2.38149
C -5.10899 -3.32614 2.72868
C -6.46065 -3.60511 2.59675
C -7.33068 -2.62892 2.12678
C -6.83751 -1.37111 1.80774
C -5.48341 -1.09227 1.93964
H 0.46292 0.04317 -2.53129
H -0.07941 -1.43889 -6.11660
H -1.75315 -0.25424 -7.50836
H -3.12520 1.57433 -6.53539
H -2.77143 2.21742 -4.16605
H -1.29404 2.16476 -2.19258
H -3.11552 0.48047 -1.82162
H -3.75700 -0.67211 0.09569
H -2.68424 -2.27334 3.41864
H -4.43233 -4.08845 3.10135
H -6.83830 -4.58395 2.86980
H -8.38875 -2.84115 2.02792
H -7.51251 -0.59456 1.46649
H -5.11705 -0.09180 1.74026
C 1.80498 -3.63163 -1.84365
C 1.18213 -2.47244 -1.03225
N -0.15897 -2.83701 -0.58941
C -0.11737 -4.09286 0.13727
C 0.23924 -5.24713 -0.83940
N 0.68986 -4.60832 -2.12443
C -0.46689 -3.89682 -2.78586
C -1.07421 -2.95455 -1.72372
H 2.57575 -4.17826 -1.30138
H 2.19759 -3.29172 -2.80054
H 1.10894 -1.60266 -1.66735
H 1.79694 -2.21619 -0.16813
H -1.08516 -4.27820 0.60262
H 0.62524 -4.01422 0.93097
H -0.61485 -5.87765 -1.07797
H 1.05231 -5.87384 -0.47767
H 1.03006 -5.32907 -2.75172
H -1.15589 -4.65499 -3.15500
H -0.06186 -3.31188 -3.61213
H -2.03874 -3.31117 -1.35926
H -1.20802 -1.98253 -2.18585
O 1.96267 0.54049 0.60443
P 2.62163 1.70503 1.30480
C 2.17122 1.83609 3.03977
C 2.99802 1.33097 4.04325
C 2.56694 1.33710 5.36195
C 1.31484 1.84828 5.68112
C 0.49121 2.35922 4.68587
C 0.91434 2.35609 3.36468
C 2.26871 3.28295 0.53212
C 2.11191 3.28605 -0.85570
C 1.82980 4.47286 -1.51154
C 1.71061 5.65350 -0.78783
C 1.87677 5.65230 0.58940
C 2.15397 4.46729 1.25362
C 4.41712 1.52609 1.24958
C 5.26672 2.51669 1.73839
C 6.64015 2.34712 1.67026
C 7.17066 1.19060 1.10960
C 6.32838 0.20466 0.61534
C 4.95007 0.37029 0.68707
H 3.97420 0.93264 3.79479
H 3.21102 0.94964 6.14173
H 0.98124 1.84988 6.71217
H -0.48604 2.75774 4.92851
H 0.27115 2.76933 2.59329
H 2.16573 2.35580 -1.41023
H 1.68216 4.47222 -2.58473
H 1.46793 6.57711 -1.29947
H 1.75636 6.56936 1.15221
H 2.24591 4.46141 2.33296
H 4.85183 3.42491 2.16353
H 7.30023 3.11850 2.04704
H 8.24516 1.06235 1.05478
H 6.74431 -0.69147 0.17196
H 4.27181 -0.38154 0.30040
F -1.29686 4.25749 1.52231
B -1.78014 3.21793 0.72651
F -0.64042 2.31133 0.48305
F -2.22737 3.66395 -0.52084
F -2.76099 2.47171 1.39351
*
```